No. 1
11
Properties=species:S:1:pos:R:3 method="wB97M-V/def2-TZVPD" lumo_ev=0.41 gap_ev=8.37 homo_ev=-7.962 de_lowest_kcal_mol=89.7
O 2.05 0.47 0.11
C 0.75 0.14 0.01
C 0.07 -1.10 -0.10
C -1.42 -0.85 -0.26
C -1.45 0.53 -0.11
N -0.18 1.09 -0.01
H 2.58 -0.24 -0.26
H 0.55 -2.06 -0.24
H -0.70 -1.25 0.85
H -2.30 1.20 -0.13
H 0.04 2.06 0.15

No. 2
12
Properties=species:S:1:pos:R:3 method="wB97M-V/def2-TZVPD" lumo_ev="-2.93 / -2.93" gap_ev="3.55 / 2.08" multiplicity=2 homo_ev="-6.481 / -5.006" de_lowest_kcal_mol=135.1
O -2.96 -1.62 1.58
O -0.22 -0.55 -1.03
C 1.10 -0.30 -1.11
C -1.00 0.26 -0.22
O 1.78 -1.00 -1.87
O 1.59 0.65 -0.42
C -1.19 -0.03 1.11
H -1.66 0.93 -0.78
H -1.72 0.73 1.70
H -0.47 -0.71 1.60
Ag 4.01 0.07 -1.51
Li 0.75 1.57 0.94

No. 3
54
Properties=species:S:1:pos:R:3 method="wB97M-V/def2-TZVPD" lumo_ev=0.27 gap_ev=10.33 homo_ev=-10.054
C 4.10 0.01 0.19
C 3.20 1.11 0.77
C 2.66 2.08 -0.29
C 1.25 1.73 -0.83
O 0.76 0.49 -0.30
P -0.61 0.40 0.47
O -0.55 -0.68 1.46
O -1.75 0.04 -0.59
O -0.98 1.74 1.24
H 5.15 0.31 0.23
H 3.82 -0.27 -0.82
H 4.02 -0.89 0.81
H 3.80 1.71 1.46
H 2.42 0.66 1.38
H 3.34 2.09 -1.14
H 2.65 3.09 0.11
H 0.58 2.58 -0.67
H 1.31 1.61 -1.91
H -2.43 -0.44 -0.10
H -1.14 2.51 0.68
C 5.74 -6.64 -1.01
O 5.04 -6.59 0.25
P 3.91 -5.47 0.48
O 4.50 -4.34 1.19
O 2.97 -6.40 1.41
C 3.45 -6.76 2.71
O 2.75 -5.02 -0.50
C 1.79 -4.10 0.06
H 6.46 -7.46 -0.94
H 5.06 -6.84 -1.83
H 6.28 -5.71 -1.19
H 4.08 -5.98 3.13
H 4.00 -7.70 2.66
H 2.57 -6.90 3.34
H 2.25 -3.12 0.19
H 1.40 -4.46 1.00
H 0.98 -4.02 -0.66
C -5.05 4.35 -3.41
O -4.91 3.92 -2.05
P -5.44 4.86 -0.86
O -4.32 5.63 -0.32
O -5.89 3.64 0.10
C -4.86 2.82 0.66
O -6.81 5.64 -0.74
C -7.06 6.28 0.52
H -4.62 3.58 -4.05
H -6.10 4.48 -3.68
H -4.51 5.29 -3.57
H -3.95 3.39 0.84
H -4.66 1.98 0.00
H -5.23 2.43 1.61
H -6.40 7.14 0.65
H -6.94 5.58 1.34
H -8.09 6.62 0.48

No. 4
7
Properties=species:S:1:pos:R:3 method="wB97M-V/def2-TZVPD" lumo_ev=4.44 gap_ev=9.30 total_charge=-1 homo_ev=-4.859 de_lowest_kcal_mol=0.0
O 1.44 0.92 0.63
C 0.93 0.04 0.01
O 1.41 -0.96 -0.61
C -0.68 0.04 0.00
F -1.29 1.21 -0.35
F -1.23 -0.92 -0.87
F -1.23 -0.32 1.20

No. 5
71
Properties=species:S:1:pos:R:3 method="wB97M-V/def2-TZVPD" lumo_ev=-0.43 gap_ev=7.77 homo_ev=-8.203 de_lowest_kcal_mol=0.0
Sr -0.03 0.59 -1.53
C 1.36 -2.31 -3.94
S -0.24 -2.47 -3.13
C 0.11 -2.10 -1.46
S -1.24 -2.00 -0.42
N 1.34 -1.75 -1.19
N 1.49 -1.11 0.03
C 2.54 -1.41 0.68
C 2.94 -0.70 1.91
C 4.28 -0.69 2.26
C 4.69 0.02 3.38
C 3.73 0.70 4.11
C 2.41 0.62 3.70
N 2.01 -0.07 2.63
H 2.03 -3.11 -3.63
H 1.82 -1.35 -3.74
H 1.15 -2.39 -5.01
H 3.22 -2.18 0.31
H 5.00 -1.23 1.66
H 5.73 0.05 3.67
H 3.99 1.28 4.99
H 1.63 1.13 4.26
Cl -2.23 1.50 -4.06
C -0.63 1.62 -4.80
C 0.45 1.40 -3.97
C 1.68 1.48 -4.59
Cl 3.10 1.19 -3.60
C 1.85 1.75 -5.95
Cl 3.42 1.82 -6.66
C 0.72 1.97 -6.73
Cl 0.89 2.31 -8.41
C -0.54 1.90 -6.16
Cl -1.95 2.16 -7.12
N -3.20 -1.25 1.98
C -3.61 -0.61 3.23
C -2.35 -0.31 4.05
C -1.52 0.83 3.45
N -0.90 0.41 2.16
C -2.37 2.08 3.28
C -3.62 1.86 2.43
N -3.23 1.66 1.03
C -4.42 0.67 2.96
H -2.96 -2.22 2.11
H -1.59 -0.19 1.64
H -3.92 -1.20 1.26
H -4.25 -1.27 3.83
H -1.75 -1.21 4.14
H -2.63 -0.01 5.06
H -0.69 1.06 4.12
H -0.01 -0.10 2.28
H -0.66 1.23 1.57
H -1.77 2.89 2.86
H -2.68 2.40 4.28
H -4.25 2.75 2.55
H -2.62 2.41 0.71
H -4.05 1.66 0.43
H -5.24 0.44 2.28
H -4.88 0.97 3.91
C -0.02 2.56 0.21
C 0.02 3.48 1.01
C 0.12 4.52 1.99
C -0.84 5.52 2.09
C -0.76 6.50 3.08
C 0.30 6.48 3.98
C 1.27 5.49 3.89
C 1.18 4.52 2.91
H -1.66 5.54 1.38
H -1.51 7.27 3.14
H 0.37 7.24 4.75
H 2.10 5.48 4.58
H 1.95 3.76 2.82

No. 6
41
Properties=species:S:1:pos:R:3 method="wB97M-V/def2-TZVPD" lumo_ev="2.79 / 2.69" gap_ev="2.68 / 9.08" total_charge=-1 multiplicity=2 homo_ev="0.102 / -6.390" de_lowest_kcal_mol=38.0
C 0.26 -1.67 1.56
N -0.36 -2.54 2.52
C -0.56 -1.53 0.28
C -0.50 -2.73 -0.68
O -1.29 -3.79 -0.10
N -0.23 -0.32 -0.51
C 1.14 -0.07 -0.87
O 2.13 0.07 0.16
H 1.29 -1.94 1.31
H 0.44 -0.65 1.92
H -1.35 -2.36 2.59
H 0.09 -3.04 3.26
H -1.62 -1.35 0.47
H 0.54 -3.05 -0.62
H -0.91 -2.48 -1.65
H -0.77 -4.27 0.54
H -0.59 0.54 -0.09
H 1.11 0.88 -1.43
H 1.47 -0.91 -1.48
H 2.80 0.71 -0.11
H 1.02 3.21 0.16
H 1.89 3.73 1.25
O 1.91 3.55 0.31
H -0.72 2.94 -0.21
H -1.04 4.02 -1.27
O -1.07 3.84 -0.32
H 1.10 1.77 3.15
H 1.44 1.20 1.69
O 1.07 1.93 2.20
H 4.05 -2.06 1.31
H 2.58 -2.50 1.61
O 3.50 -2.55 1.92
H -4.45 1.44 0.53
H -3.16 2.28 0.75
O -3.77 1.96 0.07
H -3.38 1.76 -2.69
H -2.24 0.97 -2.12
O -2.49 1.44 -2.92
H 0.70 0.36 -3.59
H -0.38 0.93 -4.42
O 0.34 0.29 -4.48

What did the fifth record say?
71
Properties=species:S:1:pos:R:3 method="wB97M-V/def2-TZVPD" lumo_ev=-0.43 gap_ev=7.77 homo_ev=-8.203 de_lowest_kcal_mol=0.0
Sr -0.03 0.59 -1.53
C 1.36 -2.31 -3.94
S -0.24 -2.47 -3.13
C 0.11 -2.10 -1.46
S -1.24 -2.00 -0.42
N 1.34 -1.75 -1.19
N 1.49 -1.11 0.03
C 2.54 -1.41 0.68
C 2.94 -0.70 1.91
C 4.28 -0.69 2.26
C 4.69 0.02 3.38
C 3.73 0.70 4.11
C 2.41 0.62 3.70
N 2.01 -0.07 2.63
H 2.03 -3.11 -3.63
H 1.82 -1.35 -3.74
H 1.15 -2.39 -5.01
H 3.22 -2.18 0.31
H 5.00 -1.23 1.66
H 5.73 0.05 3.67
H 3.99 1.28 4.99
H 1.63 1.13 4.26
Cl -2.23 1.50 -4.06
C -0.63 1.62 -4.80
C 0.45 1.40 -3.97
C 1.68 1.48 -4.59
Cl 3.10 1.19 -3.60
C 1.85 1.75 -5.95
Cl 3.42 1.82 -6.66
C 0.72 1.97 -6.73
Cl 0.89 2.31 -8.41
C -0.54 1.90 -6.16
Cl -1.95 2.16 -7.12
N -3.20 -1.25 1.98
C -3.61 -0.61 3.23
C -2.35 -0.31 4.05
C -1.52 0.83 3.45
N -0.90 0.41 2.16
C -2.37 2.08 3.28
C -3.62 1.86 2.43
N -3.23 1.66 1.03
C -4.42 0.67 2.96
H -2.96 -2.22 2.11
H -1.59 -0.19 1.64
H -3.92 -1.20 1.26
H -4.25 -1.27 3.83
H -1.75 -1.21 4.14
H -2.63 -0.01 5.06
H -0.69 1.06 4.12
H -0.01 -0.10 2.28
H -0.66 1.23 1.57
H -1.77 2.89 2.86
H -2.68 2.40 4.28
H -4.25 2.75 2.55
H -2.62 2.41 0.71
H -4.05 1.66 0.43
H -5.24 0.44 2.28
H -4.88 0.97 3.91
C -0.02 2.56 0.21
C 0.02 3.48 1.01
C 0.12 4.52 1.99
C -0.84 5.52 2.09
C -0.76 6.50 3.08
C 0.30 6.48 3.98
C 1.27 5.49 3.89
C 1.18 4.52 2.91
H -1.66 5.54 1.38
H -1.51 7.27 3.14
H 0.37 7.24 4.75
H 2.10 5.48 4.58
H 1.95 3.76 2.82